Entry 1:
52
Properties=species:S:1:pos:R:3:forces:R:3 method="wB97M-V/def2-TZVPD" homo_lumo_gap_ev=4.460 charge=-2 e_above_lowest_kcal_mol=3.7 homo_ev=-0.668
Sn 1.124650 -1.689851 1.458645 0.12 -0.05 0.09
O 5.958653 3.506784 0.872672 -0.21 0.17 0.01
C 5.186378 2.574418 0.967718 0.45 -0.35 -0.01
S 4.711798 1.829962 2.489459 -0.12 0.09 0.01
C 3.743753 0.510193 1.833061 0.01 0.01 0.01
C 3.658054 0.448096 0.491496 0.00 -0.01 -0.01
S 2.818552 -0.756289 -0.450546 -0.01 0.01 0.00
S 4.523532 1.693796 -0.405173 -0.12 0.08 -0.01
S 3.043511 -0.594626 2.986447 -0.04 -0.01 0.01
C -1.370809 1.816311 -0.240004 0.01 0.01 0.00
C -1.906530 1.450452 1.111029 0.01 0.01 0.04
C -3.009137 2.095408 1.637070 0.04 0.01 -0.04
C -3.522930 1.791063 2.899141 0.00 -0.02 0.04
C -2.862683 0.812243 3.641309 -0.06 0.01 0.03
C -1.748821 0.144176 3.164489 -0.01 -0.04 -0.02
C -1.080243 -0.913223 3.990894 -0.04 0.00 0.00
C -1.216613 0.415728 1.849715 -0.08 -0.20 0.04
N -0.199840 -0.234939 1.315868 -0.02 0.19 -0.25
H -1.875499 2.702561 -0.635679 0.01 0.00 0.01
H -1.504850 0.997434 -0.949786 -0.01 -0.04 -0.04
H -0.293270 1.999345 -0.187570 -0.01 -0.02 0.00
H -3.484198 2.872856 1.040947 0.00 -0.01 0.00
H -4.385648 2.312766 3.296527 0.00 0.00 0.00
H -3.229461 0.559866 4.634792 0.00 0.00 0.00
H -1.547270 -0.994087 4.976079 0.00 0.00 0.00
H -0.015130 -0.696799 4.123991 0.02 0.00 0.00
H -1.136703 -1.895263 3.504095 0.01 0.00 0.02
C -3.179146 -2.486903 0.910554 0.09 0.00 0.01
S -3.772137 -1.514217 -0.465924 -0.13 0.22 -0.15
C -5.161254 -0.747888 0.384305 0.12 -0.07 0.15
O -4.401491 -2.478109 -1.430687 0.02 -0.06 -0.03
H -3.954839 -3.207653 1.173933 0.01 0.00 0.02
H -2.932960 -1.820897 1.737585 0.02 0.07 0.03
H -2.272946 -2.986908 0.573168 -0.01 -0.02 -0.03
H -5.840761 -1.532183 0.721466 0.00 -0.01 0.00
H -5.660508 -0.105393 -0.338798 0.01 0.00 0.00
H -4.786893 -0.153550 1.219302 0.02 0.07 0.01
N 1.798775 0.058609 -5.619874 -0.01 0.00 0.01
C 0.493954 -0.201279 -5.755603 0.02 -0.03 -0.02
S -0.295433 0.045843 -7.191913 0.00 0.01 0.00
C -0.156343 -0.734191 -4.527937 -0.04 -0.01 0.05
C 0.343054 -0.431208 -3.268097 0.03 -0.04 -0.10
C -0.235807 -1.016965 -2.150976 0.19 0.17 0.04
N -1.259777 -1.857439 -2.221534 -0.10 -0.05 0.02
C -1.774079 -2.105271 -3.426732 0.06 -0.05 -0.06
C -1.262923 -1.576565 -4.602430 0.01 0.00 0.04
H 2.297329 0.448686 -6.399975 0.00 0.00 0.00
H 2.287164 -0.144976 -4.762643 0.00 0.01 -0.01
H 1.165579 0.253614 -3.104806 0.00 0.00 0.02
H 0.167459 -0.757834 -1.176153 -0.24 -0.10 0.08
H -2.638624 -2.760431 -3.437491 0.00 0.02 -0.01
H -1.698279 -1.818271 -5.561963 0.00 0.01 0.00

Entry 2:
15
Properties=species:S:1:pos:R:3:forces:R:3 method="wB97M-V/def2-TZVPD" homo_lumo_gap_ev=8.512 smiles=Cn1ccc(N)c1 e_above_lowest_kcal_mol=10.6 homo_ev=-7.477
C -1.657340 -1.057752 1.224921 -0.11 -0.07 0.08
N -0.600694 -0.290054 0.610492 0.13 0.11 -0.03
C -0.075224 0.885837 1.056049 -0.06 -0.10 0.04
C 0.900758 1.292620 0.176391 0.04 0.01 -0.08
C 0.962625 0.319111 -0.861661 -0.13 0.00 0.17
N 1.873462 0.327594 -1.940263 -0.12 0.05 -0.11
C 0.024061 -0.642839 -0.566791 0.00 0.00 -0.03
H -2.500319 -1.164937 0.533373 0.08 0.02 0.15
H -1.307321 -2.057903 1.506617 -0.03 0.18 -0.04
H -2.001996 -0.545050 2.126605 0.06 -0.06 -0.17
H -0.429439 1.341190 1.972274 0.05 -0.08 -0.17
H 1.509293 2.184198 0.262139 -0.10 -0.15 0.00
H 1.977940 1.256053 -2.331685 0.02 -0.11 0.06
H 1.587606 -0.300972 -2.681264 0.06 0.06 0.09
H -0.263410 -1.547096 -1.087197 0.10 0.14 0.04

no.,maximum force (Eh/bohr)
1,0.0110
2,0.0041